75
Properties=species:S:1:pos:R:3:forces:R:3:lowdin_charge:R:1 method="wB97M-V/def2-TZVPD" e_lumo_ha=-0.11688 charge=+1 smiles="C[C@H](F)CN(C[C@H]1CO1)c1ncn([PH2]=S)[n+]1CCCCCCCCCCCCn1cccc1" homo_ha=-0.3375 largest_force_ev_per_a=3.6 spin_multiplicity=1
C -3.856368 2.897240 6.294955 0.4 -0.5 0.1 -0.02
C -2.952539 2.756740 5.088720 0.2 0.3 0.3 -0.34
F -1.638176 2.700618 5.570685 0.2 -0.1 -0.1 -0.03
C -3.003155 3.957534 4.137940 -0.1 -0.2 0.4 -0.07
N -3.141693 3.598771 2.718910 0.6 0.2 0.1 0.02
C -4.261337 2.762752 2.351499 -1.4 -0.1 0.8 -0.09
C -5.563064 3.223229 3.005427 0.8 1.7 0.0 -0.36
C -6.281948 4.297473 2.252711 -1.9 -2.9 -0.9 0.06
O -6.664546 2.787927 2.355698 -0.2 -0.3 -0.1 -0.04
C -2.177351 4.010506 1.899977 -0.2 -0.5 -0.9 -0.24
N -1.157233 4.784057 2.301614 0.4 0.5 0.7 0.19
C -0.395691 4.982669 1.266362 -0.7 -0.5 0.0 -0.12
N -0.881308 4.357015 0.180894 0.5 1.0 -0.5 -0.20
P 0.030953 4.455078 -1.325332 1.9 -1.3 -0.2 0.40
S 1.623218 3.390085 -1.304242 -0.3 0.2 0.0 0.25
N -2.042404 3.741002 0.565098 -0.2 -0.1 0.1 0.02
C -2.831355 2.988156 -0.410856 -0.6 -0.5 0.0 -0.11
C -2.814672 1.463807 -0.241407 0.4 0.1 -0.1 -0.16
C -1.438791 0.885352 0.113282 -0.1 -0.5 -0.7 -0.17
C -0.646271 0.554593 -1.171069 -0.7 0.1 0.0 -0.22
C -1.078390 -0.786841 -1.765517 -0.2 -0.2 0.7 -0.20
C -0.533902 -2.003646 -1.003275 0.2 0.2 -0.8 -0.20
C 0.977191 -2.168636 -1.146264 -0.1 0.0 -0.2 -0.20
C 1.387877 -2.622677 -2.566983 0.2 -0.7 0.9 -0.19
C 1.919964 -4.063521 -2.537853 0.4 0.3 0.0 -0.21
C 3.388012 -4.136753 -2.087393 -0.3 -0.6 0.0 -0.20
C 4.077744 -5.433192 -2.571709 0.3 0.7 -0.2 -0.16
C 5.218028 -5.171262 -3.577425 0.1 -0.5 0.5 -0.13
N 6.532730 -5.295077 -2.959888 -0.3 0.5 -0.5 -0.14
C 7.151238 -6.454469 -2.592656 0.6 0.4 0.3 -0.10
C 8.372303 -6.119789 -2.033810 -0.5 -0.3 -0.2 -0.10
C 8.486917 -4.716800 -2.080227 -0.4 0.4 -0.3 -0.10
C 7.331698 -4.225539 -2.666130 0.8 -0.7 0.5 -0.10
H -3.906559 3.922263 6.646965 -0.2 0.2 -0.1 0.09
H -3.404693 2.310737 7.089935 0.0 -0.1 0.1 0.09
H -4.835605 2.463727 6.116124 -0.2 0.2 -0.1 0.08
H -3.100728 1.810950 4.573605 -0.2 -0.1 -0.1 0.14
H -3.775789 4.663436 4.426914 -0.3 -0.1 -0.1 0.13
H -2.066237 4.472718 4.300517 0.1 0.1 -0.2 0.12
H -4.541277 2.803880 1.311611 0.5 -0.1 -0.2 0.09
H -4.158610 1.724510 2.669535 0.5 -0.1 -0.2 0.14
H -5.604562 3.290795 4.086320 0.0 -0.2 0.1 0.13
H -7.243717 4.681655 2.557396 0.6 1.1 0.7 0.11
H -6.148397 4.304063 1.178442 0.8 1.0 0.0 0.10
H 0.510279 5.561340 1.248467 0.2 0.1 0.0 0.14
H 0.338432 5.819531 -1.352195 -0.7 0.2 0.0 0.00
H -0.839313 4.113299 -2.364946 -0.5 0.5 0.3 -0.01
H -2.500633 3.202651 -1.419837 0.5 0.4 0.1 0.09
H -3.841934 3.384544 -0.377160 -0.1 0.0 -0.1 0.12
H -3.075314 1.070560 -1.221734 -0.2 -0.1 -0.1 0.12
H -3.594397 1.117623 0.426668 0.0 0.1 0.2 0.10
H -1.621655 -0.066492 0.603664 0.1 0.0 0.5 0.10
H -0.867693 1.526872 0.779737 0.0 0.0 0.2 0.10
H -0.912405 1.315824 -1.910646 0.4 0.2 -0.1 0.09
H 0.420054 0.577907 -0.988315 0.2 0.1 -0.1 0.07
H -0.825540 -0.841604 -2.820242 0.2 0.0 -0.1 0.11
H -2.167882 -0.854978 -1.712043 -0.1 0.1 -0.2 0.11
H -0.857996 -1.979454 0.034300 0.1 0.0 0.2 0.10
H -0.992649 -2.878637 -1.465517 -0.1 -0.2 0.2 0.12
H 1.299721 -2.913514 -0.422063 0.2 -0.1 0.1 0.11
H 1.517771 -1.253979 -0.910090 -0.1 0.2 0.2 0.10
H 0.546017 -2.570390 -3.251399 -0.1 0.2 -0.1 0.10
H 2.205401 -1.989271 -2.898383 -0.1 0.2 -0.5 0.10
H 1.321138 -4.663923 -1.853541 -0.2 -0.2 -0.1 0.11
H 1.855866 -4.516560 -3.525866 -0.1 0.0 -0.1 0.11
H 3.908812 -3.256671 -2.459207 0.2 0.1 -0.1 0.10
H 3.461609 -4.114073 -1.002301 -0.1 0.3 0.1 0.11
H 3.353922 -6.093675 -3.039365 -0.2 -0.1 0.1 0.10
H 4.516838 -5.942739 -1.720607 0.0 -0.3 0.0 0.11
H 5.155586 -4.163541 -3.970911 -0.1 0.1 -0.2 0.11
H 5.164669 -5.879034 -4.399887 0.0 0.0 -0.2 0.12
H 6.707237 -7.417606 -2.753683 -0.2 -0.1 -0.1 0.11
H 9.088245 -6.814701 -1.636797 0.1 -0.1 0.0 0.09
H 9.313045 -4.113411 -1.751224 0.1 0.0 0.1 0.09
H 7.061265 -3.211031 -2.883979 -0.2 0.1 -0.1 0.11

27
Properties=species:S:1:pos:R:3:forces:R:3:lowdin_charge:R:1 method="wB97M-V/def2-TZVPD" e_lumo_ha=-0.00551 homo_ha=-0.3510 de_lowest_kj_mol=0.0 largest_force_ev_per_a=5.5 spin_multiplicity=1
C 0.185535 0.857334 -0.591354 -0.9 3.5 0.2 -0.72
C 0.932200 1.252953 0.716228 -1.4 -1.2 1.1 -0.58
C 1.034533 0.839584 -1.839323 0.4 -1.2 -1.3 -0.04
C -1.048817 1.791996 -0.854921 0.0 -1.8 2.9 0.01
C 1.406274 2.631182 1.050275 -4.0 0.8 -3.7 -0.10
C -0.687971 -3.308409 -0.065139 -2.9 -4.4 0.6 -0.09
C -0.476776 -3.059785 1.418860 0.4 0.9 -0.1 -0.23
O -2.486535 -0.696396 1.011134 0.2 -0.2 0.2 -0.22
O -0.402789 -0.345153 -0.368354 0.2 -2.1 0.1 -0.19
O -0.537813 0.784249 1.861620 2.5 0.9 -1.8 -0.21
O -0.159776 -1.665159 1.797803 -1.6 -0.3 -1.0 -0.33
P -1.041445 -0.476922 1.104353 -0.6 -1.4 1.4 0.30
I 2.322534 -0.246392 1.180366 1.0 0.4 0.2 1.16
H 1.371071 1.890415 -2.068196 -0.1 -1.2 0.1 0.10
H 0.305447 0.469539 -2.698114 1.8 0.7 1.7 0.14
H 1.920565 0.087636 -1.703526 -1.6 1.5 -0.5 0.08
H -0.887348 2.783535 -1.041971 0.7 2.7 -0.2 0.06
H -1.849307 1.636105 -0.080293 1.0 0.4 -0.5 0.11
H -1.449056 1.374823 -1.694528 -1.2 -1.0 -2.5 0.06
H 1.993914 2.746609 1.848481 2.1 0.0 3.2 0.02
H 0.544613 3.369945 1.072042 0.7 -1.1 0.3 0.13
H 1.948296 3.006417 0.184348 0.4 -0.3 -0.3 0.10
H -1.785121 -3.342123 -0.514498 2.1 0.2 1.5 0.13
H -0.184732 -2.673328 -0.641966 2.2 2.8 -2.2 -0.01
H -0.214977 -4.330810 -0.288810 -0.9 1.2 0.3 0.10
H 0.356441 -3.642369 1.784289 0.6 0.1 -0.1 0.11
H -1.285202 -3.394354 2.014812 -1.2 0.0 0.5 0.10

74
Properties=species:S:1:pos:R:3:forces:R:3:lowdin_charge:R:1 method="wB97M-V/def2-TZVPD" e_lumo_ha="-0.02205 / -0.02244" homo_ha="-0.2594 / -0.2658" de_lowest_kj_mol=0.0 largest_force_ev_per_a=3.2 spin_multiplicity=8
Eu -0.765218 -0.389492 6.226948 -0.5 -1.1 0.3 1.39
C -3.953069 -2.034943 2.731914 0.0 -0.3 0.0 -0.10
C -2.696042 -2.172659 2.304312 -0.1 -0.1 0.8 -0.10
C -1.931625 -1.320094 1.337869 0.4 -0.4 -0.6 -0.23
C -1.297050 -0.022268 1.868092 0.0 -0.6 -0.2 -0.19
C -2.238777 0.949218 2.499876 -0.2 0.6 0.4 -0.13
C -3.561104 1.066466 2.344250 0.1 0.0 0.3 -0.09
C -4.475338 0.199787 1.523082 -0.6 0.1 -0.4 -0.20
C -4.994937 -1.066211 2.239245 0.1 0.3 0.1 -0.18
C -1.460189 1.888433 6.492790 0.0 0.4 0.1 -0.40
H -4.326056 -2.729505 3.497884 0.3 0.2 -0.4 0.11
H -2.097283 -3.001754 2.706136 -0.4 0.3 0.1 0.10
H -2.511677 -1.107111 0.433350 0.2 -0.1 0.2 0.09
H -1.102139 -1.970799 1.028953 -0.2 0.3 0.0 0.09
H -0.518958 -0.294714 2.599829 -0.1 0.1 -0.1 0.10
H -0.748887 0.442249 1.025381 -0.2 0.0 0.3 0.10
H -1.741610 1.646039 3.185995 -0.3 0.0 -0.3 0.08
H -4.098412 1.853923 2.894794 0.5 -0.3 -0.1 0.11
H -4.046992 -0.076996 0.553472 -0.1 0.2 0.3 0.10
H -5.364226 0.810052 1.294406 0.2 -0.2 -0.1 0.11
H -5.627581 -0.763939 3.091953 0.2 -0.1 -0.3 0.11
H -5.653261 -1.599528 1.532215 0.1 0.1 0.3 0.12
H -2.430507 1.751257 7.002245 0.2 0.2 -0.2 -0.07
H -1.658820 2.053791 5.412322 -0.1 0.3 0.3 -0.10
H -0.939028 2.753208 6.922374 -0.2 -0.1 -0.2 -0.07
P 2.040436 1.767328 -1.545939 0.6 2.5 -1.9 1.08
P 2.081393 -1.563464 -1.530483 -0.5 -1.6 -2.3 1.06
N 0.936312 3.024824 -2.154434 -0.8 -0.2 0.2 -0.28
N 3.535586 2.750866 -1.794906 0.5 -0.7 0.6 -0.26
N 0.577141 -2.004615 -2.371248 -0.7 0.8 0.5 -0.26
N 2.908793 -3.104996 -1.821282 0.7 -0.1 0.4 -0.27
C 2.139409 0.804510 -3.132747 -0.1 -0.6 -0.2 -0.40
C 2.772736 -0.599759 -2.967468 0.5 0.3 0.2 -0.40
C -0.246490 3.370690 -1.481445 0.2 0.5 -0.9 -0.15
C -0.924544 4.324429 -2.229235 0.8 -0.7 0.2 -0.10
C -0.146812 4.579198 -3.405334 0.8 -1.1 0.5 -0.09
C 0.966745 3.745281 -3.351985 -0.8 0.3 0.5 -0.14
C 4.416203 3.036938 -0.742074 0.4 0.4 -1.0 -0.16
C 5.517397 3.721486 -1.245203 -1.1 -0.4 -0.1 -0.10
C 5.314230 3.875781 -2.653661 -1.1 -0.8 0.3 -0.09
C 4.117549 3.239923 -2.965923 0.6 0.2 0.6 -0.16
C -0.632659 -1.915705 -1.678953 -0.1 -0.4 -1.0 -0.15
C -1.676153 -2.205539 -2.543477 0.9 0.2 0.3 -0.08
C -1.100034 -2.444416 -3.829609 1.1 0.3 0.5 -0.08
C 0.274453 -2.272788 -3.706466 -0.7 -0.1 0.3 -0.16
C 2.893336 -3.960577 -2.929865 0.9 -0.2 0.6 -0.13
C 3.913870 -4.892977 -2.790547 -0.7 1.1 0.5 -0.09
C 4.587186 -4.610708 -1.555779 -0.7 0.8 -0.1 -0.10
C 3.960295 -3.516809 -0.981851 -0.3 -0.5 -1.0 -0.16
H 2.709958 1.354972 -3.898622 -0.3 -0.2 0.4 0.06
H 1.111524 0.705855 -3.518966 0.2 0.0 0.3 0.09
H 2.681808 -1.164313 -3.913806 0.1 0.2 0.6 0.07
H 3.851369 -0.505252 -2.756610 -0.2 0.0 -0.1 0.08
H -0.484818 2.899047 -0.540517 0.0 0.1 0.0 0.08
H -1.868127 4.783149 -1.981360 0.1 0.0 0.1 0.09
H -0.366303 5.285036 -4.189683 0.0 -0.1 0.0 0.09
H 1.762935 3.600976 -4.063844 -0.2 0.2 0.1 0.08
H 4.184261 2.715261 0.260394 0.0 0.1 0.0 0.09
H 6.376943 4.060221 -0.689890 -0.1 0.0 0.1 0.09
H 5.952739 4.385822 -3.356483 0.0 -0.1 0.0 0.09
H 3.660736 3.068670 -3.928251 0.2 0.2 0.2 0.08
H -0.618035 -1.625598 -0.644719 0.0 -0.1 -0.2 0.04
H -2.724762 -2.232437 -2.288620 0.1 0.0 0.0 0.09
H -1.619606 -2.708129 -4.736193 0.0 0.1 0.0 0.09
H 1.055445 -2.302149 -4.452962 -0.3 -0.1 0.1 0.09
H 2.159195 -3.843940 -3.709391 0.1 -0.1 0.1 0.08
H 4.153288 -5.674971 -3.490939 -0.1 0.0 0.0 0.09
H 5.429523 -5.147928 -1.153347 0.0 0.0 0.1 0.09
H 4.150101 -2.983258 -0.064180 0.0 -0.1 0.0 0.09
C -3.951936 -1.338642 7.162740 0.8 0.1 0.0 -0.29
O -2.542485 -1.404110 7.016900 -0.4 0.3 -0.2 -0.63
H -4.444980 -2.178717 6.643955 0.1 0.1 0.2 0.05
H -4.350924 -0.403809 6.725322 0.0 -0.2 0.1 0.05
H -4.255443 -1.359066 8.229299 0.1 -0.1 -0.4 0.06